The following is a DFT calculation (the ωB97M-V functional and the def2-TZVPD basis) of a 2-piece molecular cluster, C11H17NO overall.

Summary:
Orbital gap (spin up / spin down) (eV): 7.0 / 7.1
HOMO (spin up / spin down) (eV): -7.3 / -7.4

Structure (ORCA input):
```
! RIJCOSX wB97M-V def2-TZVPD def2/J DEFGRID3
* xyz 0 1
C 0.646 -1.347 -1.577
H 0.594 -2.310 -1.063
C -1.215 1.856 1.015
H -2.201 2.382 1.303
C 2.401 0.207 1.274
H 0.275 -2.351 2.061
O 1.639 -2.533 0.570
H 1.513 1.295 -3.488
C 1.211 -0.509 1.817
C 1.064 -1.920 1.465
C -3.064 0.375 0.013
H -3.841 0.607 0.681
H 0.094 1.959 -1.506
C 1.314 -0.883 -2.737
H -3.151 -0.706 -0.316
C -1.669 0.362 0.810
H 2.181 1.240 1.127
H -1.875 -0.226 1.796
C -0.669 -0.516 0.077
H -0.487 1.980 1.700
H -0.834 2.188 0.118
H 0.523 -0.067 2.537
H 3.328 -0.008 1.762
C 0.327 0.924 -1.709
H 1.803 -1.662 -3.388
N 0.116 -0.211 -0.956
H -3.006 1.110 -0.817
H 2.696 -0.141 0.175
H -0.904 -1.629 0.046
C 1.189 0.531 -2.791
*
```

For each atom in turn, the Löwdin charge in e is: -0.0567 0.1077 -0.0396 0.1189 -0.1007 0.0984 -0.0641 0.0902 -0.1190 -0.3967 -0.0519 0.0461 0.0996 -0.0742 0.0927 -0.3389 0.0482 0.1593 -0.0481 0.0238 0.0134 0.0850 0.0646 -0.0626 0.1136 -0.1044 0.0885 0.1229 0.1518 -0.0677


The following is a DFT calculation (the ωB97M-V functional and the def2-TZVPD basis) of a 2-piece molecular cluster, C5H11NS overall.

Summary:
Orbital gap (spin up / spin down) (eV): 8.8 / 3.6
HOMO (spin up / spin down) (eV): -12.1 / -12.1
<S²>: 0.75

Structure (ORCA input):
```
! RIJCOSX wB97M-V def2-TZVPD def2/J DEFGRID3
* xyz 1 2
C 1.075 -1.105 -0.952
H 1.505 2.337 -0.600
C -1.573 2.016 1.432
H -1.933 2.929 0.965
N 0.511 -1.968 -0.231
H 0.003 3.331 -0.603
H -1.128 -2.442 -2.388
S 0.200 1.987 1.329
H 1.340 -1.213 -2.004
H -1.857 1.979 2.484
H -1.942 1.126 0.915
H 1.318 -0.152 -0.487
C -0.745 -3.286 -1.835
C 0.084 -3.179 -0.811
H 0.408 -4.068 -0.287
H -1.076 -4.268 -2.141
H -0.081 1.571 -0.974
C 0.435 2.345 -0.399
*
```

For each atom in turn, the Löwdin charge in e is: -0.0615 0.0652 -0.2948 0.0751 -0.0120 0.0810 0.0558 1.1367 0.0946 0.0677 0.0848 0.0242 0.0177 -0.2471 0.1051 0.0598 0.0669 -0.3191


The following is a DFT calculation (the ωB97M-V functional and the def2-TZVPD basis) of C42H34CsN3O6P2STe as an isolated structure.

Summary:
Orbital gap (eV): 3.0
HOMO (eV): 0.1

Structure (ORCA input):
```
! RIJCOSX wB97M-V def2-TZVPD def2/J DEFGRID3
* xyz -2 1
H -1.431 -2.003 -0.078
O 3.045 -2.074 2.844
H 1.918 4.513 -6.195
H 2.488 -0.428 -2.145
O -3.052 4.552 2.070
C -4.775 -1.183 2.302
H -0.492 3.208 -2.905
C 2.287 2.519 -5.506
C 1.525 -0.824 -2.480
H -4.492 0.177 -2.466
C 3.134 -3.619 -2.580
O 1.034 -1.595 0.113
C -2.523 -1.252 3.075
C 3.669 -5.048 -0.260
H 4.141 -1.407 1.292
C 2.663 1.293 8.522
H -0.355 -0.941 -4.941
C 0.925 1.778 -3.660
C 2.408 -3.365 -1.421
H -2.335 0.862 -1.559
C 1.927 1.535 -4.591
H -3.578 -3.149 -0.511
C -3.165 0.481 1.723
H 2.693 6.211 2.642
C -2.362 0.296 -2.486
C -2.730 -3.344 -1.155
C -4.461 -0.022 1.618
C 0.709 1.435 9.772
C 2.677 -4.078 -0.253
C -3.790 -1.816 3.048
H 0.007 1.653 10.563
C -2.041 3.855 1.921
H 2.468 3.768 2.238
H 3.078 2.331 -6.220
C 3.432 -1.135 2.133
H 2.570 2.227 10.530
C -0.686 4.537 2.133
C -1.261 -0.717 -4.387
H 0.133 4.950 -4.536
C 0.634 3.990 -4.558
C -2.488 -1.103 -4.898
H 1.605 -1.244 -3.486
C -0.438 -2.921 -1.745
C -1.738 -4.475 -3.040
H -5.780 -1.591 2.261
C 4.124 -4.592 -2.582
C 2.043 1.721 9.729
H -3.994 -2.722 3.604
H -2.541 -1.643 -5.835
C 1.636 3.743 -5.488
N -2.215 -0.131 2.427
O 3.121 0.082 2.190
C 1.715 5.772 2.489
H 2.449 0.586 -4.600
N 0.423 3.803 2.086
C -3.652 -0.791 -4.200
C -1.200 -0.042 -3.170
Cs 0.761 0.582 1.374
C 1.593 4.409 2.264
O 0.166 1.152 -1.105
H -3.762 -4.754 -2.393
H -1.819 -5.176 -3.861
H 2.162 -3.830 0.670
O -3.401 2.007 -0.070
S 0.239 0.643 8.319
H 5.172 -6.051 -1.413
C 1.814 0.678 7.627
H -4.612 -1.098 -4.598
H 3.890 -5.583 0.654
C -0.540 -3.820 -2.803
Te 2.217 -0.148 5.701
C 0.276 3.012 -3.645
C -1.526 -2.692 -0.910
C -2.829 -4.233 -2.213
P 1.110 -2.130 -1.263
H 0.316 -4.018 -3.440
H 2.943 -3.059 -3.488
H -1.714 -1.706 3.640
H 4.696 -4.781 -3.482
H 3.713 1.429 8.302
C -2.848 1.803 1.026
H 0.609 7.606 2.696
C -3.593 -0.087 -3.009
C -0.663 5.913 2.343
N -1.974 2.557 1.661
H -1.606 6.440 2.366
P 0.338 0.565 -2.455
H -5.180 0.517 1.016
C 0.559 6.537 2.523
C 4.386 -5.305 -1.420
*
```

For each atom in turn, the Löwdin charge in e is: 0.1110 -0.1406 0.0972 0.0974 -0.0069 -0.0944 0.1233 -0.0916 -0.2845 0.1110 -0.0963 -0.5738 -0.1262 -0.0579 0.0949 -0.3123 0.1035 -0.2548 -0.2632 0.0864 -0.0821 0.1072 -0.1944 0.0908 -0.0459 -0.0576 -0.0221 -0.5018 -0.0396 -0.0833 0.0285 -0.4700 0.1114 0.0972 -0.7260 0.0730 -0.1844 -0.0897 0.1043 -0.0737 -0.0933 0.0521 -0.2640 -0.0913 0.0929 -0.0967 -0.2686 0.0918 0.0961 -0.0954 0.0807 -0.4540 -0.0835 0.0934 0.0891 -0.0890 -0.2748 1.2916 -0.1330 -0.5439 0.0983 0.0964 0.1163 -0.0180 0.8211 0.0972 -1.1317 0.0967 0.1107 -0.0823 0.4214 -0.0514 -0.0468 -0.0871 0.7099 0.1024 0.0919 0.1169 0.0948 0.0710 -0.4844 0.0923 -0.0543 -0.0227 0.1461 0.1036 0.7011 0.1075 -0.0902 -0.0909